Entry 1:
ORCA calculation (the ωB97M-V functional and the def2-TZVPD basis) on a molecular structure, C10H23NSi at a distorted geometry.

Calculated values
Gap between HOMO and LUMO = 8.70 eV
E_HOMO = -0.291 Ha
E = -738.9484 hartree

Each line ends with the natural charge from an NBO analysis.
Positions of all 35 atoms, in Å:
C  2.707  1.097  -0.228  -0.30
C  1.828  0.745  0.688  -0.70
C  -1.323  3.191  -1.047  -0.62
C  -1.338  1.085  1.999  -0.59
C  -0.253  -0.862  3.046  -0.62
C  1.447  -1.589  -1.985  -0.62
C  -0.222  -3.087  -0.848  -0.61
C  -0.875  1.891  -1.782  -0.21
C  -0.950  -0.390  1.780  -0.64
C  0.959  -2.093  -0.682  -0.64
N  -1.140  0.722  -0.908  -0.97
Si  0.397  -0.451  0.348  1.72
H  3.294  1.953  -0.040  0.19
H  3.077  0.455  -0.997  0.18
H  1.675  1.426  1.422  0.21
H  -0.670  3.276  -0.185  0.20
H  -1.324  4.067  -1.625  0.20
H  -2.288  2.864  -0.694  0.21
H  -1.922  1.213  2.915  0.20
H  -0.407  1.618  2.084  0.18
H  -1.873  1.480  1.190  0.24
H  0.699  -0.421  3.178  0.20
H  -0.033  -1.942  3.011  0.20
H  -0.803  -0.721  3.992  0.21
H  0.774  -0.845  -2.507  0.22
H  2.382  -1.039  -1.791  0.20
H  1.661  -2.314  -2.674  0.21
H  -1.178  -2.663  -1.157  0.20
H  -0.423  -3.648  0.041  0.21
H  -0.054  -3.815  -1.678  0.21
H  -1.479  1.741  -2.706  0.17
H  0.219  1.937  -2.105  0.16
H  -1.882  -0.791  1.614  0.23
H  1.714  -2.817  -0.251  0.24
H  -1.513  0.020  -1.477  0.34



Entry 2:
ORCA calculation (the ωB97M-V functional and the def2-TZVPD basis) on a molecular structure, C23H34BClN11O7PRe at a distorted geometry.

Calculated values
Gap between HOMO and LUMO (spin up / spin down) = 5.18 / 4.45 eV
E_HOMO (spin up / spin down) = -0.606 / -0.606 Ha
Net charge = +3
Spin multiplicity = 3
E = -2929.4330 hartree

Each line ends with the Mulliken spin population.
Positions of all 79 atoms, in Å:
Re  0.291  0.285  0.149  1.58
C  1.431  -2.322  2.628  0.01
C  0.431  -1.273  2.959  -0.01
C  -0.325  -1.258  4.112  0.01
C  -1.162  -0.163  4.012  0.02
N  -0.919  0.470  2.870  -0.01
N  0.069  -0.199  2.180  -0.04
B  -1.447  1.836  2.362  0.08
N  -0.165  2.596  1.918  -0.03
C  0.179  3.827  2.238  0.06
C  1.277  4.209  1.468  0.02
C  1.569  3.159  0.642  -0.02
C  2.604  3.206  -0.431  0.01
N  0.676  2.116  0.950  0.04
N  -2.279  1.520  1.085  -0.02
C  -3.513  1.845  0.727  0.06
C  -3.875  1.095  -0.392  0.03
C  -2.806  0.291  -0.687  0.01
C  -2.809  -0.822  -1.685  0.00
N  -1.779  0.584  0.199  0.16
N  -2.155  2.615  3.386  0.00
C  -1.798  2.872  4.688  0.00
C  -2.510  3.951  5.109  0.00
C  -3.287  4.348  3.992  0.00
C  -4.241  5.499  3.907  0.00
N  -3.061  3.570  2.957  0.00
H  2.221  -2.318  3.381  0.00
H  0.953  -3.302  2.681  0.00
H  1.875  -2.214  1.650  -0.01
H  -0.275  -1.969  4.920  0.00
H  -1.921  0.199  4.686  0.00
H  -0.392  4.378  2.972  0.00
H  1.777  5.163  1.479  0.00
H  2.773  4.254  -0.672  0.00
H  3.552  2.791  -0.102  0.00
H  2.304  2.704  -1.344  0.00
H  -4.058  2.571  1.311  0.00
H  -4.825  1.111  -0.899  0.00
H  -3.240  -0.475  -2.622  0.00
H  -1.835  -1.251  -1.892  0.00
H  -3.456  -1.616  -1.306  0.00
H  -1.060  2.288  5.214  0.00
H  -2.502  4.397  6.090  0.00
H  -4.827  5.583  4.820  0.00
H  -3.695  6.436  3.786  0.00
H  -4.914  5.385  3.061  0.00
O  1.379  1.264  -3.375  0.00
Cl  0.226  0.978  -2.637  0.01
O  -0.976  0.995  -3.345  0.01
O  0.154  1.812  -1.374  0.01
O  0.386  -0.361  -1.867  0.02
C  3.436  0.541  2.456  0.01
O  3.623  0.569  1.016  0.00
P  2.757  -0.155  -0.065  0.00
O  3.032  -1.693  -0.019  0.01
C  4.397  -2.248  0.071  0.00
O  3.394  0.402  -1.369  0.00
C  3.881  -0.363  -2.519  0.00
H  4.109  1.291  2.856  0.00
H  3.709  -0.439  2.839  0.00
H  2.408  0.787  2.713  0.00
H  4.420  -2.884  0.950  0.00
H  5.131  -1.450  0.157  0.00
H  4.569  -2.833  -0.827  0.00
H  4.962  -0.427  -2.430  0.00
H  3.611  0.194  -3.407  0.00
H  3.434  -1.354  -2.535  0.00
N  0.397  -4.950  -1.557  0.00
C  -0.189  -4.037  -0.770  0.00
C  0.299  -2.715  -0.679  0.01
N  -0.302  -1.825  0.117  -0.05
C  -1.387  -2.213  0.823  0.02
C  -1.835  -3.515  0.703  0.00
N  -1.259  -4.418  -0.070  0.01
H  1.209  -4.754  -2.115  0.00
H  0.000  -5.877  -1.599  0.00
H  1.159  -2.408  -1.246  0.01
H  -1.887  -1.498  1.451  0.01
H  -2.710  -3.831  1.259  0.00



Entry 3:
ORCA calculation (the ωB97M-V functional and the def2-TZVPD basis) on a molecular structure, C26H35CrI2N6O2.

Calculated values
Gap between HOMO and LUMO (spin up / spin down) = 7.20 / 7.03 eV
E_HOMO (spin up / spin down) = -0.252 / -0.252 Ha
Spin multiplicity = 4
E = -3130.6805 hartree

Each line ends with the Mulliken spin population.
Positions of all 72 atoms, in Å:
Cr  -0.319  -0.351  0.195  3.24
I  -5.360  5.256  -1.070  0.00
C  -3.748  3.937  -0.913  0.01
C  -2.587  4.171  -1.634  0.00
C  -1.535  3.289  -1.503  0.01
I  0.207  3.613  -2.607  0.00
C  -1.571  2.147  -0.673  0.00
O  -0.519  1.374  -0.624  -0.08
C  -2.777  1.939  0.046  0.06
C  -2.998  0.758  0.969  -0.02
N  -1.736  0.338  1.585  -0.06
C  -1.828  -0.591  2.719  0.00
C  -1.561  -2.009  2.300  0.04
C  -2.027  -3.084  3.041  0.00
C  -1.704  -4.367  2.641  0.01
C  -0.931  -4.538  1.503  0.00
C  -0.511  -3.418  0.814  0.03
N  -0.812  -2.177  1.206  -0.08
C  -3.831  2.837  -0.081  -0.01
H  -2.501  5.027  -2.288  0.00
H  -3.422  -0.097  0.440  -0.01
H  -3.715  1.050  1.744  0.00
H  -1.259  1.167  1.927  0.00
H  -2.800  -0.515  3.215  0.00
H  -1.051  -0.306  3.435  0.00
H  -2.637  -2.903  3.917  0.00
H  -2.053  -5.221  3.206  0.00
H  -0.655  -5.520  1.146  0.00
H  0.078  -3.501  -0.086  0.00
H  -4.736  2.664  0.488  0.00
C  3.372  0.510  -0.090  0.02
N  2.965  0.467  -1.483  0.00
C  3.458  1.564  -2.295  0.00
C  2.032  -0.400  -1.931  0.01
N  1.166  -0.993  -1.144  -0.04
N  2.042  -0.635  -3.285  0.00
C  3.288  -0.891  -3.987  0.00
C  0.855  -1.174  -3.921  0.00
H  4.446  0.706  -0.056  0.00
H  3.168  -0.442  0.386  0.00
H  2.847  1.286  0.466  0.00
H  3.321  2.498  -1.746  0.00
H  2.899  1.629  -3.224  0.00
H  4.523  1.448  -2.518  0.00
H  0.734  -1.768  -1.638  0.02
H  3.327  -1.936  -4.309  0.00
H  4.135  -0.707  -3.332  0.00
H  3.383  -0.256  -4.871  0.00
H  0.764  -2.261  -3.806  0.00
H  0.902  -0.946  -4.985  0.00
H  -0.035  -0.707  -3.507  0.00
C  1.960  -2.064  2.279  0.02
C  1.611  -0.650  2.646  0.02
C  1.971  -0.007  3.812  0.00
C  1.558  1.338  3.672  0.01
C  0.967  1.450  2.429  0.03
C  0.550  2.744  1.788  0.00
N  0.973  0.221  1.794  -0.09
H  2.971  -2.289  2.625  0.00
H  1.941  -2.207  1.197  0.00
H  1.294  -2.805  2.728  0.00
H  2.510  -0.446  4.638  0.00
H  1.721  2.150  4.365  0.00
H  0.873  3.557  2.440  0.00
H  -0.524  2.890  1.631  0.00
H  1.007  2.883  0.806  0.00
C  -2.591  -0.443  -2.245  -0.03
C  -1.601  -1.163  -1.340  -0.12
O  -1.339  -2.320  -1.659  0.00
H  -2.775  -1.047  -3.135  0.00
H  -2.228  0.546  -2.525  0.00
H  -3.544  -0.300  -1.727  0.00



Entry 4:
ORCA calculation (the ωB97M-V functional and the def2-TZVPD basis) on a molecular structure, C8H22ClHoInSi at a distorted geometry.

Calculated values
Gap between HOMO and LUMO (spin up / spin down) = 5.34 / 4.99 eV
E_HOMO (spin up / spin down) = -0.109 / -0.096 Ha
Net charge = -1
Spin multiplicity = 5
E = -2205.7478 hartree

Each line ends with the Mulliken spin population.
Positions of all 34 atoms, in Å:
Ho  1.495  -0.680  -1.491  4.02
Cl  1.531  0.564  -3.578  -0.01
C  2.994  0.228  0.056  -0.02
H  3.645  -0.459  0.610  0.00
H  2.589  0.986  0.736  0.00
H  3.587  0.758  -0.724  0.00
In  -2.024  1.909  -0.318  -0.11
C  -4.216  1.668  -0.272  -0.02
C  -1.377  4.002  -0.497  -0.02
C  -1.407  0.850  1.555  0.17
H  -1.030  4.382  0.478  0.00
H  -0.540  4.045  -1.218  0.00
H  -2.200  4.632  -0.854  0.00
H  -4.517  1.337  0.738  0.00
H  -4.715  2.603  -0.513  0.00
H  -4.472  0.893  -0.997  0.00
H  -0.310  1.077  1.982  0.00
H  -1.493  -0.365  1.545  0.00
C  2.756  -2.979  -1.260  0.00
Si  1.057  -3.304  -0.498  0.00
C  0.723  -5.105  -0.292  0.00
C  1.054  -2.391  1.138  0.00
C  -0.113  -2.364  -1.600  -0.02
H  3.402  -3.719  -0.761  0.00
H  3.228  -1.973  -1.056  0.00
H  2.775  -3.184  -2.335  0.00
H  1.558  -5.622  0.196  0.00
H  -0.183  -5.261  0.315  0.00
H  0.552  -5.575  -1.275  0.00
H  0.547  -1.378  1.177  0.00
H  0.463  -3.041  1.781  0.00
H  2.060  -2.300  1.582  0.00
H  -0.071  -2.632  -2.676  0.00
H  -1.161  -2.407  -1.283  0.00